19
Properties=species:S:1:pos:R:3 method="wB97M-V/def2-TZVPD" charge=+2 e_lumo_ev=-8.61 homo_ev=-18.4 smiles="C=[NH+]C(=C)CC[NH3+]" relative_energy_ev=0.991 e_tot_ev=-8341.228 homo_lumo_gap_ev=9.7
C -1.7246 0.6778 -0.3763
C -0.2080 0.7666 -0.2285
C 0.5256 -0.2869 0.5615
C 0.4388 -0.5012 1.8826
C 2.1466 -2.1055 0.2183
N 1.5490 -1.0523 -0.1819
N -2.1264 1.8916 -1.3313
H -2.4222 0.7425 0.4608
H -2.0980 -0.2317 -0.9790
H 0.1214 0.8261 -1.2691
H 0.1677 1.7450 0.1124
H -0.0659 0.2249 2.5009
H 0.9995 -1.2638 2.4452
H 1.7570 -2.6796 1.0712
H 2.9703 -2.6100 -0.2892
H 2.0072 -0.6773 -1.0064
H -2.6071 1.6265 -2.1963
H -1.3106 2.3652 -1.7228
H -2.6168 2.6519 -0.8350